Entry from the Open Molecules 2025 dataset: a structure of composition C23H59Br6F6N10O11P3S2Zr (ωB97M-V with the def2-TZVPD basis set).

Computed properties:
* frontier orbital gap: 6.91 eV
* DFT total energy: -549600.2758 eV
* E_HOMO: -13.177 eV
* molar mass: 1493.48 u
* net charge: +2
* LUMO level: -0.2305 hartree

Geometry as XYZ:
```
121
Properties=species:S:1:pos:R:3:mulliken_charge:R:1
Zr 28.38983 5.74946 -16.43329 1.18
C 25.55761 7.14747 -19.25691 0.29
F 25.86833 7.94718 -20.25410 -0.18
F 25.41620 7.84700 -18.15083 -0.17
F 24.47350 6.46452 -19.58893 0.00
S 26.95332 5.88409 -19.04219 1.81
O 26.73522 5.13885 -17.75898 -0.78
O 27.14675 5.04917 -20.17352 -0.55
O 28.09766 6.63732 -18.50571 -0.94
C 28.75416 10.05670 -17.32608 0.75
F 29.83697 10.75374 -17.44792 -0.18
F 27.82949 10.80972 -16.76795 -0.23
F 28.36417 9.58963 -18.47582 -0.11
S 28.89386 8.57945 -16.11962 1.27
O 27.67284 7.73787 -16.23338 -0.38
O 29.78548 7.47590 -16.63741 -0.79
O 29.23965 9.02800 -14.81216 -0.54
C 23.90515 6.58298 -23.30781 -0.83
N 22.87652 5.83910 -24.07620 0.99
O 21.86598 5.47044 -23.52623 -0.52
O 23.16283 5.61604 -25.23601 -0.57
H 23.46478 6.61581 -22.31380 0.27
H 24.02532 7.58547 -23.71162 0.40
H 24.87402 6.09607 -23.33417 0.25
O 28.22268 3.57171 -16.36232 0.64
P 27.91991 2.07933 -16.38416 -1.54
N 26.63652 1.70876 -17.35286 0.42
C 25.27759 2.00121 -16.83880 -1.06
C 26.67709 1.70247 -18.80611 -0.65
N 27.47229 1.44603 -14.86644 0.92
C 28.16502 1.91568 -13.67188 -0.93
C 26.94461 0.10709 -14.80522 -1.36
N 29.14433 1.11212 -16.94255 0.87
C 28.97647 -0.22828 -17.46011 -1.16
C 30.52021 1.55447 -16.66635 -1.19
H 25.07799 1.36498 -15.98097 0.35
H 24.54207 1.75414 -17.60085 0.10
H 25.13414 3.06849 -16.66811 0.46
H 25.77782 1.23429 -19.19928 0.54
H 27.54749 1.22969 -19.26149 0.15
H 26.69553 2.71356 -19.22161 0.08
H 29.21591 1.61432 -13.63842 0.24
H 28.09650 3.00365 -13.60477 0.15
H 27.69845 1.54977 -12.75708 0.38
H 27.71716 -0.64923 -14.61649 0.30
H 26.22440 0.03099 -13.98683 0.33
H 26.45926 -0.18591 -15.73304 0.50
H 28.02729 -0.68681 -17.20637 0.27
H 29.16363 -0.25344 -18.53808 0.31
H 29.72694 -0.92186 -17.06804 0.42
H 30.54139 2.61204 -16.40574 0.10
H 31.14771 1.30236 -17.51927 0.43
H 30.88118 1.05444 -15.76189 0.49
O 26.62788 5.50127 -15.12984 0.19
P 25.53987 6.05222 -14.23320 -1.40
N 24.15484 6.62049 -14.99960 0.68
C 23.07443 7.37387 -14.34411 -1.28
C 23.68588 5.81803 -16.13121 -0.95
N 26.01129 7.24995 -13.21543 0.67
C 27.01696 6.94618 -12.16325 -1.30
C 25.92234 8.69497 -13.51067 -1.02
N 24.93129 4.86717 -13.19897 0.88
C 24.16203 5.20383 -12.00505 -1.12
C 24.86839 3.48207 -13.63015 -0.57
H 23.23847 7.44988 -13.27546 0.52
H 22.11671 6.95135 -14.65440 0.39
H 22.95114 8.37065 -14.78347 0.20
H 24.49534 5.51374 -16.79503 -0.49
H 22.94101 6.36000 -16.71193 0.88
H 23.19858 4.90935 -15.75864 0.30
H 27.31257 5.89966 -12.20428 0.36
H 27.86018 7.62671 -12.26636 0.47
H 26.53332 7.14706 -11.20627 0.40
H 26.44254 8.96865 -14.43089 0.17
H 24.88255 8.98528 -13.64960 0.20
H 26.36672 9.30894 -12.73162 0.40
H 23.08828 5.19573 -12.19307 0.30
H 24.36415 4.48702 -11.20468 0.34
H 24.55456 6.13621 -11.60636 0.37
H 25.08692 2.87399 -12.74709 0.45
H 25.65496 3.20781 -14.32892 -0.31
H 23.88499 3.26706 -14.05631 0.23
O 29.97289 4.98243 -17.88146 1.53
P 30.92073 4.89999 -19.03575 -1.52
N 30.97787 3.39065 -19.74654 0.85
C 29.73483 2.63441 -19.88734 -1.14
C 32.17988 2.83190 -20.38313 -1.09
N 32.47924 5.23081 -18.55518 0.40
C 33.46198 5.76702 -19.50611 -1.07
C 32.92355 4.81897 -17.23710 -0.75
N 30.57679 5.91532 -20.30671 0.64
C 30.26259 5.50151 -21.68500 -0.94
C 30.61868 7.36806 -20.07400 -1.32
H 29.28991 2.70778 -20.88653 0.42
H 29.05773 2.93749 -19.09515 -0.12
H 29.94823 1.56239 -19.83726 0.36
H 33.03385 2.88342 -19.70621 0.26
H 32.43371 3.50338 -21.20727 0.28
H 31.93516 1.81681 -20.67442 0.42
H 34.46073 5.34134 -19.40984 0.39
H 33.16141 5.64230 -20.54320 0.33
H 33.55166 6.83184 -19.27660 0.38
H 32.36185 5.30478 -16.43491 0.04
H 32.71548 3.74796 -17.11493 0.24
H 33.98811 4.95984 -17.07356 0.45
H 30.36159 6.38459 -22.31159 0.48
H 30.99816 4.78625 -22.05083 0.27
H 29.26364 5.07088 -21.70281 0.12
H 31.02192 7.71326 -19.12225 0.26
H 29.69708 7.89709 -20.31479 0.33
H 31.35508 7.78926 -20.76897 0.59
C 22.29627 3.44348 -20.59934 -0.37
Br 21.98792 4.84638 -19.32664 -0.02
Br 22.28584 1.66893 -19.79951 -0.05
Br 23.97929 3.73986 -21.56297 -0.05
H 21.50930 3.49655 -21.34139 0.43
C 24.80335 12.07701 -16.39727 -0.04
Br 24.27497 11.90088 -14.54735 -0.03
Br 24.31400 13.74010 -17.31935 -0.01
Br 24.27039 10.55604 -17.49094 -0.02
H 25.88152 12.07928 -16.35829 0.08
```

***

Entry from the Open Molecules 2025 dataset: a cluster of 8 separate species, C23H59N3O16 in total (ωB97M-V with the def2-TZVPD basis set).

Computed properties:
* frontier orbital gap: 8.93 eV
* DFT total energy: -62019.8168 eV
* E_HOMO: -9.263 eV
* molar mass: 633.73 u
* SMILES string: C[N+](=O)[O-].C[N+](=O)[O-].C[N+](=O)[O-].COCCOC.COCCOC.COCCOC.COCCOC.COCCOC
* relative energy (zero: lowest compared OMol25 entry of this formula, charge and spin): 167.3 kJ/mol
* LUMO level: -0.0123 hartree

Geometry as XYZ:
```
101
Properties=species:S:1:pos:R:3:mulliken_charge:R:1
C 4.60227 1.15131 -3.49583 -0.85
N 4.38850 0.86220 -2.05047 0.89
O 5.41357 0.74094 -1.38411 -0.55
O 3.29840 0.51806 -1.65634 -0.42
H 4.33897 2.19501 -3.66748 0.29
H 4.01219 0.55848 -4.19472 0.30
H 5.63537 1.02408 -3.81929 0.33
C -2.08554 0.51208 -4.17148 -0.86
N -0.62995 0.83196 -3.97729 0.89
O 0.25094 0.01106 -4.30609 -0.52
O -0.31043 1.93560 -3.54439 -0.48
H -2.31735 0.20112 -5.19014 0.34
H -2.69343 1.40793 -4.04493 0.32
H -2.48534 -0.15218 -3.40530 0.31
C 0.12598 -0.37257 -0.74943 -0.35
N -0.89136 -0.68375 0.37161 1.11
O -0.54595 -0.86298 1.49889 -0.54
O -2.02782 -0.99813 0.04006 -0.65
H 0.98746 0.13561 -0.31620 0.27
H -0.27052 0.21987 -1.57399 -0.32
H 0.47797 -1.36910 -1.01614 0.39
C 5.28967 -3.65763 4.18418 -0.80
O 4.04659 -4.23167 3.73951 -0.33
C 2.91771 -3.53821 4.21591 -0.69
C 1.64444 -3.53234 3.31117 -0.44
O 1.99032 -3.14444 1.97056 -0.30
C 2.56186 -1.82271 1.83887 -0.19
H 5.46483 -2.61882 3.90437 0.33
H 6.07446 -4.11330 3.58038 0.28
H 5.60692 -3.95155 5.18471 0.32
H 2.98399 -2.52275 4.60647 0.39
H 2.66905 -4.12485 5.10028 0.50
H 0.96735 -2.85666 3.83375 0.24
H 1.29907 -4.56199 3.21816 0.37
H 3.62198 -1.81433 1.58553 0.29
H 2.45817 -1.25338 2.76256 0.35
H 2.09044 -1.35251 0.97587 -0.30
C 0.87916 -4.56911 -1.07398 -0.49
O -0.23442 -4.61833 -1.96781 -0.39
C -1.50752 -4.32880 -1.35987 0.12
C -2.69611 -4.51486 -2.30308 -0.68
O -2.83487 -3.47991 -3.28349 -0.33
C -1.99784 -3.57192 -4.43817 -0.55
H 0.73620 -5.42558 -0.41511 0.36
H 0.83452 -3.75322 -0.35257 0.01
H 1.85514 -4.63170 -1.55528 0.28
H -1.48205 -3.29196 -1.02456 -0.14
H -1.62767 -4.90902 -0.44498 0.46
H -3.57679 -4.55450 -1.66205 0.33
H -2.59223 -5.53441 -2.67436 0.38
H -0.97362 -3.84666 -4.18600 0.26
H -2.08203 -2.64394 -5.00375 0.15
H -2.42120 -4.40091 -5.00530 0.29
C 7.17303 7.06719 -0.50187 -0.72
O 5.87152 6.92720 -0.98573 -0.36
C 5.38144 5.70740 -0.95344 -0.43
C 3.81201 5.57698 -1.00048 -0.64
O 3.52708 4.16370 -1.10788 -0.22
C 2.15592 3.92433 -0.79907 -0.69
H 7.87917 6.44052 -1.04662 0.30
H 7.16093 6.98211 0.58473 0.32
H 7.53943 8.08651 -0.62368 0.27
H 5.58588 5.17411 -0.02505 0.30
H 5.73857 5.14372 -1.81531 0.30
H 3.35923 6.14232 -1.81502 0.37
H 3.53023 6.17990 -0.13724 0.34
H 1.90931 2.86444 -0.86154 0.07
H 1.50759 4.31766 -1.58205 0.44
H 1.76418 4.23848 0.16837 0.39
C -1.77500 2.42247 1.73513 -0.89
O -0.95283 2.48941 0.56922 -0.16
C -1.13416 3.73325 -0.09824 -0.25
C -2.52498 4.12778 -0.73382 -0.45
O -3.52368 4.27252 0.28714 -0.32
C -4.83791 4.46894 -0.31683 -0.76
H -1.63544 3.41495 2.16364 0.48
H -1.37374 1.65297 2.39464 0.21
H -2.84318 2.26966 1.58104 0.26
H -0.41899 3.46535 -0.87597 -0.08
H -0.60134 4.55520 0.37989 0.33
H -2.70592 3.32959 -1.45371 0.20
H -2.51265 5.02667 -1.35022 0.49
H -5.52880 4.91005 0.40164 0.26
H -5.22647 3.49697 -0.62082 0.29
H -4.77748 5.24016 -1.08473 0.31
C -7.08268 -1.60613 3.48159 -0.72
O -6.18586 -0.64143 2.96489 -0.43
C -4.82106 -1.01430 3.09499 -0.32
C -4.42795 -2.14155 2.17090 0.03
O -4.56857 -3.33188 2.92048 -0.38
C -4.21395 -4.40451 2.07924 -0.75
H -6.70513 -2.34889 4.18434 0.29
H -7.48554 -2.25075 2.70039 0.25
H -8.01724 -1.22550 3.89369 0.31
H -4.49390 -1.06999 4.13324 0.37
H -4.33700 -0.13669 2.66652 0.05
H -3.37203 -2.07797 1.90805 0.10
H -4.85799 -2.14728 1.16933 0.34
H -4.60983 -4.42881 1.06396 0.32
H -4.43358 -5.31516 2.63654 0.34
H -3.14977 -4.36664 1.84646 0.23
```